Density functional theory data (ωB97M-V/def2-TZVPD) for a 6-piece molecular cluster, C23H32F9NO17P2Si overall at a distorted geometry.

Structure (XYZ):
```
85
Properties=species:S:1:pos:R:3:forces:R:3
C 2.8363 -1.0926 -6.0357 -0.4 0.8 -0.1
C 1.9382 -0.2954 -5.0981 0.3 -0.4 0.6
P 2.9738 0.5428 -3.8126 0.5 0.9 -0.4
C 3.9522 -0.8125 -3.0354 -0.6 0.2 0.0
Si 1.4660 1.2002 -2.2997 0.1 -0.5 0.1
C 2.3039 2.3259 -1.0208 0.3 -0.3 0.3
C 1.6863 2.2125 0.3189 -3.0 -0.2 0.2
O 0.4916 2.1709 0.5791 2.9 0.2 -0.4
F 2.5892 2.1117 1.3088 0.0 0.0 0.3
C -0.0943 1.8958 -3.0908 0.7 0.3 0.3
C -0.1069 3.3731 -3.4563 -1.1 -0.5 -0.4
O -1.2684 3.6542 -4.2220 0.1 0.2 -0.3
C 1.0447 3.8119 -4.3383 -0.7 0.9 0.0
F 0.7345 4.9379 -5.0000 0.2 -0.1 0.0
F 1.3682 2.8959 -5.2420 0.2 -0.3 -0.3
F 2.1234 4.0875 -3.5968 0.6 -0.2 0.2
P 0.7554 -0.6555 -1.1833 -1.7 -0.1 -0.1
N -0.8023 -0.8529 -1.4804 0.7 0.3 0.0
H 3.6214 -0.4406 -6.3987 0.4 0.0 -0.1
H 2.2508 -1.3710 -6.8986 -0.1 -0.5 -0.3
H 3.2602 -1.9552 -5.5492 0.2 -0.4 0.1
H 1.2120 -0.9463 -4.6394 -0.3 -0.4 0.2
H 1.3785 0.4385 -5.6517 -0.1 0.5 -0.2
H 4.7636 -1.0607 -3.7009 0.3 -0.1 -0.3
H 4.4017 -0.4687 -2.1151 0.1 0.1 0.3
H 3.3780 -1.7032 -2.8296 -0.2 -0.3 0.1
H 2.3393 3.3771 -1.2809 -0.2 0.2 -0.3
H 3.3378 2.0086 -0.9397 0.3 0.0 0.0
H -0.2959 1.3048 -3.9719 0.0 -0.2 -0.4
H -0.9198 1.7128 -2.4170 -0.2 -0.2 0.4
H -0.1585 3.9901 -2.5700 0.5 0.3 0.4
H -2.0180 3.2580 -3.7793 -0.2 -0.2 0.1
H 1.5051 -1.7761 -1.5881 0.5 0.2 0.2
H 1.0324 -0.5127 0.2083 0.4 -0.1 -0.1
H -0.9171 -1.7632 -1.9051 -0.3 -0.1 -0.1
O -3.4045 2.3507 5.5336 -0.3 0.1 0.1
C -2.3652 2.3618 4.9610 0.0 0.0 -0.1
O -2.1553 1.8059 3.7500 0.1 0.2 0.1
C -0.8224 2.1406 3.3334 0.0 -0.3 -0.2
C -0.1522 2.4278 4.6543 0.0 0.3 0.0
F 0.8035 3.3846 4.5462 -0.1 0.0 0.1
O -1.2274 2.9271 5.4397 0.1 -0.4 0.0
H -0.8473 3.0204 2.6929 0.1 0.1 0.1
H -0.3736 1.3182 2.7889 -0.2 -0.1 0.0
H 0.2746 1.5529 5.1469 0.1 0.1 0.0
O -1.1173 -1.7166 3.8001 0.2 0.1 -0.1
C -2.2538 -1.7782 4.1279 -0.1 0.1 -0.1
O -2.8283 -0.9693 5.0461 -0.1 -0.1 0.0
C -4.2345 -1.2474 5.0649 -0.1 0.2 0.2
C -4.2785 -2.6539 4.5156 -0.1 0.1 -0.3
F -5.4037 -2.8893 3.7998 0.1 0.0 0.0
O -3.1558 -2.6758 3.6480 0.1 -0.1 0.3
H -4.7533 -0.5431 4.4153 0.0 -0.1 -0.1
H -4.6301 -1.1657 6.0737 0.2 0.0 0.1
H -4.1665 -3.4379 5.2667 -0.1 -0.1 -0.1
O 0.1847 -3.0067 -3.7225 -0.1 0.1 0.0
C 0.7410 -4.0309 -3.5152 0.0 -0.1 0.1
O 1.8903 -4.1493 -2.8062 0.0 -0.2 0.0
C 2.1741 -5.5460 -2.6477 0.2 0.1 0.1
C 1.4138 -6.1486 -3.8069 -0.2 -0.1 0.2
F 0.9347 -7.3807 -3.5175 0.0 0.1 0.0
O 0.3286 -5.2464 -3.9606 0.3 0.0 -0.2
H 1.7833 -5.8912 -1.6901 -0.1 -0.1 -0.1
H 3.2437 -5.7311 -2.6896 0.0 0.2 -0.1
H 1.9753 -6.1956 -4.7413 0.0 -0.1 0.0
O 5.3280 -2.1833 -0.4612 0.1 -0.1 -0.1
C 4.9936 -1.8461 0.6207 -0.1 -0.1 0.2
O 4.1873 -0.7885 0.8834 0.0 0.0 0.1
C 3.8910 -0.7964 2.2856 -0.2 0.3 0.1
C 5.0499 -1.5810 2.8510 -0.1 -0.3 0.0
F 4.6951 -2.3062 3.9384 0.0 0.0 -0.1
O 5.3657 -2.4596 1.7810 0.2 0.3 -0.1
H 2.9407 -1.3060 2.4519 0.1 -0.1 0.1
H 3.8275 0.2163 2.6740 0.1 0.1 -0.2
H 5.9281 -0.9813 3.0952 0.0 -0.1 0.1
O -8.1652 4.3970 1.6751 -0.2 0.1 -0.1
C -7.4992 3.6682 2.3216 0.0 -0.1 0.1
O -7.2742 3.7963 3.6528 0.1 -0.2 -0.1
C -6.5429 2.6453 4.0923 0.1 0.1 0.4
C -5.8933 2.1799 2.8127 -0.2 -0.1 -0.1
F -5.7543 0.8276 2.7724 0.0 0.1 0.0
O -6.8323 2.5805 1.8309 0.2 0.2 0.1
H -7.2372 1.8999 4.4838 0.0 -0.1 -0.1
H -5.8219 2.9070 4.8622 0.0 0.2 -0.1
H -4.9276 2.6409 2.6012 0.1 -0.2 0.0
```
Positions in Å, forces in eV/Å.

Properties
* HOMO-LUMO gap: 8.0 eV
* charge: 0
* SMILES string: CCP(C)[Si@@](CC(=O)F)(C[C@H](O)C(F)(F)F)[PH2]=N.O=C1OC[C@@H](F)O1.O=C1OC[C@@H](F)O1.O=C1OC[C@@H](F)O1.O=C1OC[C@@H](F)O1.O=C1OC[C@@H](F)O1

Atom charges from the Löwdin analysis, given in e for atoms 1 to 2: -0.162 -0.475

Density functional theory data (ωB97M-V/def2-TZVPD) for one molecule with the formula C4H3N3 at a distorted geometry.

Structure (XYZ):
```
10
Properties=species:S:1:pos:R:3:forces:R:3
H 0.3213 1.4436 -1.6998 0.2 -1.5 -1.3
N 0.1592 1.8018 -0.8036 0.7 2.7 -2.4
C -0.0900 1.2123 0.2197 -0.9 -0.9 2.3
C -0.2567 -0.3505 0.4616 0.0 0.0 1.6
C 0.9994 -1.0475 0.7656 0.2 0.2 0.7
N 1.8652 -1.7576 1.0016 0.4 0.0 0.0
C -0.7019 -1.1564 -0.6731 -1.3 1.1 -0.6
N -1.1366 -1.6351 -1.6204 0.2 -0.3 0.0
H -0.2408 2.0199 0.9678 -0.2 -1.8 1.1
H -0.9190 -0.5304 1.3808 0.7 0.3 -1.4
```
Positions in Å, forces in eV/Å.

Properties
* HOMO-LUMO gap: 11.0 eV
* charge: 0
* SMILES string: [H]/N=C\C(C#N)C#N
* energy above the lowest of the compared OMol25 structures with the same formula, charge and spin: 50.4 kcal per mole

Atom charges from the Löwdin analysis, given in e for atoms 1 to 2: 0.055 0.137

no.,HOMO level (eV),DFT total energy (hartree)
1,-7.78,-4100.53477
2,-10.59,-318.40438